Here is a cluster of 12 separate species, C65H60N12O10 in total from the Open Molecules 2025 dataset. Energies are from ωB97M-V/def2-TZVPD.

Output
Max |F|, eV/A: 3.7
Energy relative to the best compared isomer or geometry (same formula, charge and spin), kcal per mole: 21.0
Multiplicity: 1
Kohn-Sham gap, Ha: 0.3033
LUMO energy, hartree: -0.0336
Structure (SMILES): O=[N+]([O-])c1ccccc1.O=[N+]([O-])c1ccccc1.O=[N+]([O-])c1ccccc1.O=[N+]([O-])c1ccccc1.O=[N+]([O-])c1ccccc1.c1ccncc1.c1ccncc1.c1ccncc1.c1ccncc1.c1ccncc1.c1ccncc1.c1ccncc1

CARTESIAN COORDINATES (ANGSTROEM)
N -2.75 -2.67 2.76
C -3.07 -1.49 3.39
C -2.71 -1.24 4.70
C -2.19 -2.28 5.48
C -1.99 -3.51 4.89
C -2.21 -3.61 3.53
H -3.73 -0.75 2.86
H -2.92 -0.24 5.06
H -1.94 -2.17 6.51
H -1.65 -4.41 5.40
H -1.92 -4.55 3.04
N -3.65 -4.91 -1.28
C -3.25 -4.84 -2.56
C -2.29 -3.96 -2.97
C -1.50 -3.30 -2.00
C -1.80 -3.53 -0.67
C -2.94 -4.27 -0.36
H -3.76 -5.48 -3.24
H -2.06 -3.83 -4.02
H -0.73 -2.61 -2.31
H -1.24 -3.02 0.12
H -3.36 -4.23 0.63
N -2.70 3.31 -4.66
C -3.53 4.06 -3.92
C -3.23 4.51 -2.66
C -2.01 4.15 -2.09
C -1.18 3.26 -2.78
C -1.55 2.94 -4.08
H -4.46 4.33 -4.41
H -3.91 5.23 -2.14
H -1.77 4.54 -1.08
H -0.30 2.88 -2.33
H -0.94 2.33 -4.78
N -3.36 -0.06 -0.30
C -4.27 -0.97 -0.20
C -5.26 -1.23 -1.16
C -5.31 -0.45 -2.28
C -4.29 0.52 -2.42
C -3.33 0.61 -1.47
H -4.30 -1.49 0.75
H -6.01 -2.04 -0.98
H -6.01 -0.67 -3.08
H -4.05 1.07 -3.38
H -2.41 1.15 -1.66
N 0.98 0.57 -3.22
C 0.04 -0.35 -3.48
C 0.15 -1.32 -4.47
C 1.36 -1.46 -5.20
C 2.32 -0.51 -4.87
C 2.08 0.52 -3.93
H -0.86 -0.31 -2.87
H -0.71 -1.97 -4.47
H 1.58 -2.16 -5.99
H 3.24 -0.54 -5.41
H 2.78 1.31 -3.87
N -5.27 4.83 0.01
C -5.02 5.81 0.86
C -4.17 5.65 1.97
C -3.48 4.46 2.09
C -3.84 3.38 1.24
C -4.74 3.65 0.22
H -5.70 6.62 0.79
H -4.09 6.45 2.74
H -2.73 4.38 2.87
H -3.38 2.39 1.19
H -4.93 2.92 -0.55
N 4.12 -3.22 2.82
C 3.54 -2.68 3.91
C 2.36 -3.14 4.44
C 1.77 -4.34 3.92
C 2.34 -4.86 2.77
C 3.50 -4.29 2.24
H 3.99 -1.80 4.34
H 1.98 -2.66 5.37
H 0.87 -4.81 4.31
H 1.95 -5.79 2.31
H 4.07 -4.78 1.45
C 1.76 -7.84 -0.47
C 2.91 -7.07 -0.53
C 2.89 -5.87 -1.24
C 1.73 -5.54 -2.01
C 0.64 -6.38 -2.09
C 0.67 -7.57 -1.28
N 1.71 -4.25 -2.77
O 1.03 -4.17 -3.77
O 2.42 -3.35 -2.32
H 1.78 -8.82 0.04
H 3.89 -7.34 -0.10
H 3.72 -5.21 -1.31
H -0.16 -6.15 -2.77
H -0.23 -8.19 -1.18
C 1.22 4.28 -0.20
C 0.41 5.29 0.32
C 0.70 6.60 -0.02
C 1.77 6.89 -0.89
C 2.55 5.88 -1.40
C 2.28 4.55 -1.07
N 2.02 8.30 -1.26
O 1.29 9.18 -0.77
O 3.02 8.52 -1.94
H 1.06 3.23 0.11
H -0.48 5.08 0.95
H 0.10 7.42 0.34
H 3.38 6.22 -2.00
H 2.90 3.72 -1.40
C 5.27 1.06 -1.57
C 4.77 -0.19 -1.31
C 4.87 -1.24 -2.22
C 5.52 -0.92 -3.46
C 6.07 0.30 -3.72
C 5.96 1.27 -2.76
N 5.51 -2.03 -4.52
O 6.14 -1.74 -5.56
O 5.04 -3.11 -4.29
H 5.15 1.88 -0.83
H 4.24 -0.37 -0.38
H 4.37 -2.17 -1.99
H 6.65 0.50 -4.58
H 6.41 2.24 -2.94
C 1.43 4.28 4.26
C 1.64 4.49 5.61
C 0.80 3.80 6.53
C -0.17 2.95 6.10
C -0.26 2.66 4.78
C 0.52 3.29 3.85
N -0.83 2.04 7.08
O -0.79 2.36 8.28
O -1.49 1.07 6.71
H 2.00 4.84 3.54
H 2.38 5.12 6.02
H 0.96 3.94 7.58
H -0.93 1.87 4.42
H 0.47 3.06 2.80
C 1.29 -2.10 0.43
C 0.65 -2.00 1.68
C -0.13 -0.91 1.98
C -0.31 0.14 1.06
C 0.36 0.09 -0.13
C 1.10 -1.04 -0.50
N -1.13 1.30 1.40
O -1.12 2.28 0.62
O -1.83 1.26 2.40
H 1.90 -2.97 0.12
H 0.78 -2.78 2.45
H -0.53 -0.84 3.01
H 0.32 0.91 -0.85
H 1.62 -1.11 -1.42

Here is a cluster of 2 separate species, C3H10N2O in total from the Open Molecules 2025 dataset. Energies are from ωB97M-V/def2-TZVPD.

Output
Max |F|, eV/A: 6.2
Energy relative to the best compared isomer or geometry (same formula, charge and spin), kcal per mole: 48.3
Multiplicity: 1
Kohn-Sham gap, Ha: 0.3743
LUMO energy, hartree: 0.0358
Structure (SMILES): [H]/N=C/NCC.O

CARTESIAN COORDINATES (ANGSTROEM)
C -2.10 0.13 0.15
C -0.97 0.32 1.19
N 0.43 0.36 0.69
C 0.81 0.98 -0.43
N 1.49 0.34 -1.40
H -2.07 0.98 -0.64
H -3.16 0.20 0.67
H -1.98 -0.75 -0.56
H -1.10 1.36 1.62
H -1.11 -0.53 1.85
H 1.01 -0.41 0.94
H 0.98 2.14 -0.54
H 1.76 0.90 -2.19
H 1.65 -2.70 -0.34
H 2.07 -1.34 -0.83
O 2.27 -1.99 -0.18

Here is a structure of composition C44H53ClFN5O5PTeZr from the Open Molecules 2025 dataset. Energies are from ωB97M-V/def2-TZVPD.

Output
Max |F|, eV/A: 1.4
Multiplicity: 1
Total charge: +1
Kohn-Sham gap, Ha: 0.2467
LUMO energy, hartree: -0.1149

CARTESIAN COORDINATES (ANGSTROEM)
Zr 0.80 -0.68 -1.65
C -0.45 6.89 -1.28
C 0.21 6.33 -2.54
C 1.43 7.12 -2.99
C 2.52 7.08 -1.92
C 2.77 5.66 -1.45
C 3.96 5.33 -0.84
C 4.20 4.02 -0.42
F 5.38 3.75 0.14
C 3.29 3.02 -0.59
C 2.07 3.34 -1.20
C 1.08 2.32 -1.41
O 1.13 1.20 -0.78
C 0.02 2.62 -2.28
C -0.20 3.93 -2.64
N 0.62 4.92 -2.30
C 1.82 4.64 -1.64
C -0.88 1.56 -2.83
O -2.02 1.78 -3.12
O -0.24 0.39 -2.98
H -0.74 7.93 -1.44
H 0.22 6.84 -0.42
H -1.35 6.31 -1.03
H -0.52 6.30 -3.34
H 1.13 8.14 -3.20
H 1.81 6.69 -3.92
H 2.24 7.70 -1.07
H 3.45 7.49 -2.32
H 4.72 6.08 -0.69
H 3.50 2.01 -0.28
H -1.08 4.19 -3.21
Cl 7.05 -4.33 -1.42
C 5.77 -3.19 -1.70
C 6.06 -1.82 -1.70
C 5.07 -0.89 -1.90
C 3.74 -1.28 -2.09
O 2.78 -0.39 -2.18
C 3.48 -2.67 -2.15
C 2.20 -3.15 -2.55
O 1.22 -2.43 -2.82
C 4.51 -3.61 -1.95
H 7.08 -1.50 -1.53
H 5.30 0.17 -1.90
H 2.09 -4.22 -2.68
H 4.28 -4.67 -2.00
C 2.50 0.90 2.17
Te 2.67 -0.88 1.01
C 2.08 -1.90 2.77
C 1.62 -0.85 3.75
C 1.00 -1.22 4.94
C 0.57 -0.25 5.83
C 0.76 1.10 5.54
C 1.39 1.47 4.36
C 1.82 0.50 3.46
H 1.90 1.62 1.61
H 3.49 1.31 2.33
H 2.94 -2.46 3.14
H 1.28 -2.61 2.52
H 0.85 -2.27 5.17
H 0.08 -0.54 6.75
H 0.42 1.86 6.24
H 1.54 2.52 4.13
N 0.00 -2.03 -0.43
P -1.54 -2.00 -0.13
N -2.06 -0.92 1.03
C -1.45 -1.16 2.36
C -2.15 -0.35 3.43
C -2.10 1.14 3.10
C -2.67 1.37 1.70
C -1.92 0.52 0.69
N -2.44 -1.52 -1.45
C -2.09 -2.01 -2.80
C -3.01 -3.12 -3.28
C -4.46 -2.64 -3.27
C -4.83 -2.17 -1.87
C -3.86 -1.10 -1.37
N -2.04 -3.44 0.51
C -1.34 -4.69 0.16
C -1.66 -5.78 1.19
C -1.89 -5.16 2.57
C -3.15 -4.29 2.54
C -3.33 -3.63 1.17
H -0.39 -0.88 2.33
H -1.50 -2.22 2.59
H -1.69 -0.54 4.40
H -3.20 -0.67 3.49
H -1.05 1.47 3.12
H -2.64 1.73 3.85
H -2.62 2.42 1.41
H -3.73 1.08 1.69
H -0.86 0.80 0.73
H -2.29 0.71 -0.31
H -1.06 -2.37 -2.79
H -2.14 -1.17 -3.48
H -2.91 -4.00 -2.63
H -2.71 -3.42 -4.29
H -5.13 -3.42 -3.62
H -4.55 -1.80 -3.97
H -4.82 -3.02 -1.19
H -5.84 -1.76 -1.86
H -4.10 -0.83 -0.35
H -3.96 -0.21 -1.99
H -0.27 -4.48 0.16
H -1.61 -5.03 -0.84
H -0.84 -6.49 1.21
H -2.56 -6.33 0.89
H -1.02 -4.56 2.83
H -1.98 -5.94 3.33
H -3.11 -3.54 3.33
H -4.03 -4.91 2.75
H -3.82 -2.66 1.28
H -3.98 -4.25 0.54

Here is an isolated molecule of C7H9N from the Open Molecules 2025 dataset. Energies are from ωB97M-V/def2-TZVPD.

Output
Max |F|, eV/A: 12.9
Energy relative to the best compared isomer or geometry (same formula, charge and spin), kcal per mole: 104.5
Multiplicity: 1
Kohn-Sham gap, Ha: 0.3651
LUMO energy, hartree: 0.0379
Structure (SMILES): CNc1ccccc1

CARTESIAN COORDINATES (ANGSTROEM)
C -1.21 2.31 0.54
C 0.00 0.17 0.45
C 1.35 -0.19 0.49
C 1.81 -1.27 -0.18
C 1.03 -1.94 -1.12
C -0.26 -1.64 -1.19
C -0.81 -0.61 -0.45
H -0.51 2.63 0.11
H -2.06 1.83 -0.16
H -1.74 2.99 1.08
H -1.04 0.93 1.91
H 1.90 0.52 1.22
H 3.09 -1.62 -0.19
H 1.57 -2.91 -1.53
H -0.98 -2.14 -1.64
H -1.68 -0.31 -0.54
N -0.47 1.23 1.22

Here is a structure of composition C22H22N4O3STi from the Open Molecules 2025 dataset. Energies are from ωB97M-V/def2-TZVPD.

Output
Max |F|, eV/A: 0.4
Energy relative to the best compared isomer or geometry (same formula, charge and spin), kcal per mole: 0.0
Multiplicity: 1
Total charge: +2
Kohn-Sham gap, Ha: 0.2319
LUMO energy, hartree: -0.2783

CARTESIAN COORDINATES (ANGSTROEM)
Ti 0.17 0.25 0.39
O -3.75 1.22 0.27
C -2.56 1.17 0.15
N -1.75 0.04 0.24
C -2.30 -1.27 0.20
C -3.63 -1.64 0.08
C -3.93 -2.99 -0.03
C -2.93 -3.95 -0.02
C -1.60 -3.59 0.10
C -1.29 -2.24 0.22
N -0.01 -1.65 0.26
C 1.17 -2.41 0.30
O 1.26 -3.56 0.64
C 2.36 -1.60 -0.13
C 3.60 -2.17 -0.26
C 4.64 -1.37 -0.72
C 4.40 -0.04 -1.02
C 3.12 0.47 -0.83
N 2.11 -0.30 -0.40
C -1.75 2.41 -0.13
C -2.36 3.63 -0.33
C -1.55 4.73 -0.61
C -0.17 4.56 -0.66
C 0.36 3.31 -0.45
N -0.42 2.24 -0.20
H -4.41 -0.90 0.06
H -4.97 -3.29 -0.12
H -3.19 -5.00 -0.11
H -0.82 -4.34 0.10
H 3.73 -3.22 -0.03
H 5.63 -1.78 -0.85
H 5.18 0.61 -1.39
H 2.90 1.50 -1.05
H -3.44 3.70 -0.27
H -1.99 5.70 -0.78
H 0.48 5.39 -0.88
H 1.43 3.14 -0.47
C -0.44 -2.56 4.50
C -0.69 -1.31 3.67
S 0.87 -0.43 3.46
O 0.64 0.50 2.20
C 0.86 0.76 4.81
C -0.29 1.75 4.81
H -1.39 -3.08 4.63
H -0.06 -2.33 5.49
H 0.25 -3.24 3.99
H -1.42 -0.63 4.13
H -1.02 -1.55 2.66
H 1.83 1.25 4.74
H 0.88 0.12 5.71
H -0.35 2.28 3.86
H -0.11 2.48 5.59
H -1.25 1.29 5.02

Here is a structure of composition C23H63BBr2N13O33PSi2 from the Open Molecules 2025 dataset. Energies are from ωB97M-V/def2-TZVPD.

Output
Max |F|, eV/A: 4.8
Multiplicity: 1
Kohn-Sham gap, Ha: 0.2691
LUMO energy, hartree: -0.0140

CARTESIAN COORDINATES (ANGSTROEM)
C 5.37 -2.19 1.58
C 3.88 -2.19 2.24
O 2.87 -2.80 1.38
Si 2.02 -1.65 0.41
O 0.49 -1.14 1.05
Si -0.02 -2.03 2.44
O 0.16 -3.74 2.33
C -1.93 -1.72 2.58
O -2.26 -0.31 2.74
C -2.29 0.35 1.47
C -1.30 1.62 1.33
O -3.05 0.02 0.52
B 0.78 -1.21 4.01
O 0.45 0.18 4.25
O 1.63 -1.85 4.98
C 1.66 -2.33 -1.38
Br 3.20 -3.28 -2.20
C 0.28 -3.16 -1.42
C 0.44 -4.68 -0.86
Br -0.50 -3.23 -3.27
P 3.22 0.20 0.07
C 3.08 1.38 1.56
C 2.49 1.18 -1.39
H 5.49 -1.44 0.74
H 6.08 -1.93 2.45
H 5.68 -3.26 1.28
H 3.57 -1.17 2.64
H 3.97 -2.88 3.16
H -0.70 -4.17 2.56
H -2.35 -2.36 3.44
H -2.37 -2.15 1.61
H -0.50 1.38 0.55
H -0.86 1.84 2.38
H -1.97 2.50 1.07
H 1.26 0.69 4.48
H 2.33 -2.40 4.57
H 1.47 -1.39 -2.01
H -0.54 -2.65 -0.79
H -0.28 -4.87 0.01
H 0.26 -5.46 -1.67
H 1.50 -4.82 -0.43
H 2.02 1.43 2.01
H 3.47 2.42 1.25
H 3.78 1.04 2.41
H 1.35 1.13 -1.34
H 2.84 2.27 -1.27
H 2.88 0.72 -2.34
C 0.40 4.70 -3.43
N 0.87 3.60 -2.56
O 0.57 2.46 -2.89
O 1.53 3.91 -1.58
H -0.17 4.28 -4.26
H -0.23 5.35 -2.82
H 1.28 5.23 -3.80
C -4.59 0.23 4.32
N -5.94 0.55 4.83
O -6.72 -0.38 4.98
O -6.19 1.72 5.05
H -4.51 -0.85 4.16
H -4.45 0.76 3.38
H -3.87 0.56 5.07
C 4.87 -1.21 -5.34
N 4.22 -0.32 -4.34
O 4.87 -0.02 -3.36
O 3.08 0.04 -4.58
H 5.87 -1.45 -5.00
H 4.26 -2.11 -5.42
H 4.90 -0.67 -6.29
C 0.48 1.17 -6.22
N 0.37 2.33 -7.14
O 0.46 3.45 -6.65
O 0.19 2.09 -8.32
H 0.64 1.54 -5.21
H -0.44 0.61 -6.29
H 1.33 0.58 -6.55
C 6.10 -4.79 5.42
N 6.39 -3.76 4.39
O 5.74 -2.73 4.43
O 7.26 -4.02 3.58
H 5.30 -4.43 6.07
H 5.78 -5.70 4.89
H 7.01 -4.96 5.98
C -2.51 0.32 -3.10
N -2.01 -0.05 -4.45
O -0.81 -0.25 -4.57
O -2.83 -0.14 -5.35
H -1.67 0.36 -2.41
H -2.99 1.30 -3.19
H -3.23 -0.44 -2.80
C 9.32 -6.42 1.49
N 8.39 -6.88 2.55
O 8.82 -6.94 3.69
O 7.25 -7.16 2.20
H 10.29 -6.21 1.94
H 9.40 -7.22 0.76
H 8.89 -5.52 1.05
C -4.91 4.08 0.09
N -4.40 3.71 -1.25
O -3.20 3.52 -1.37
O -5.22 3.63 -2.15
H -4.07 4.12 0.79
H -5.38 5.05 0.01
H -5.62 3.32 0.40
C -2.54 3.25 -8.76
N -3.90 3.55 -8.23
O -4.68 2.62 -8.12
O -4.13 4.72 -7.95
H -2.48 2.18 -8.97
H -2.41 3.82 -9.68
H -1.82 3.54 -8.00
C 0.98 -9.41 -2.66
N 1.00 -7.97 -2.30
O 1.54 -7.21 -3.09
O 0.47 -7.65 -1.25
H 1.48 -9.55 -3.61
H 1.50 -9.95 -1.87
H -0.06 -9.72 -2.72
C -6.15 8.56 1.34
N -5.59 7.30 0.79
O -5.10 7.34 -0.33
O -5.64 6.31 1.50
H -6.03 9.35 0.60
H -7.21 8.38 1.55
H -5.61 8.79 2.25
C 1.25 -1.98 8.43
N 1.65 -3.13 9.28
O 1.29 -4.24 8.93
O 2.32 -2.87 10.27
H 0.66 -2.35 7.59
H 0.65 -1.30 9.05
H 2.16 -1.49 8.08
C -10.93 9.42 0.79
N -9.72 9.85 1.54
O -9.36 11.01 1.40
O -9.19 9.02 2.25
H -11.30 10.27 0.21
H -10.64 8.60 0.14
H -11.68 9.10 1.52